Arrangement 1

This record from the OMol25 dataset describes the molecule C10H14N4O5. The level of theory is wB97M-V/def2-TZVPD.

Calculated values
E_LUMO (eV): 0.4
HOMO (eV): -8.7
SMILES string: N[C@@H](CC(=O)O)C(=O)N[C@@H](Cc1c[nH]cn1)C(=O)O

ORCA input file:
```
! RIJCOSX wB97M-V def2-TZVPD def2/J DEFGRID3
* xyz 0 1
N -3.127 -2.648 -0.152
C -2.217 -1.530 -0.438
C -3.221 -0.358 -0.787
C -2.585 0.967 -0.862
O -2.020 1.354 -1.865
O -2.304 1.569 0.282
C -1.454 -1.079 0.859
O -1.606 -1.614 1.931
N -0.511 -0.121 0.485
C 0.409 0.751 1.248
C 1.861 0.080 1.535
C 2.619 -0.461 0.447
C 3.952 -0.810 0.246
N 4.093 -1.401 -0.964
C 2.782 -1.397 -1.495
N 1.912 -0.805 -0.729
C 0.688 2.070 0.345
O -0.199 2.983 0.252
O 1.859 2.213 -0.242
H -2.727 -3.608 -0.239
H -3.432 -2.648 0.851
H -1.453 -1.674 -1.234
H -3.903 -0.240 0.005
H -3.860 -0.605 -1.628
H -1.641 2.284 0.246
H -0.535 0.061 -0.530
H -0.059 0.896 2.247
H 2.591 0.712 2.026
H 1.563 -0.532 2.325
H 4.744 -0.753 0.967
H 4.812 -1.546 -1.584
H 2.624 -1.883 -2.448
H 1.843 2.919 -0.939
*
```

=====

Arrangement 2

This record from the OMol25 dataset describes the molecule C10H14N4O5. The level of theory is wB97M-V/def2-TZVPD.

Calculated values
E_LUMO (eV): 0.5
HOMO (eV): -9.0
SMILES string: N[C@@H](Cc1c[nH]cn1)C(=O)N[C@@H](CC(=O)O)C(=O)O

ORCA input file:
```
! RIJCOSX wB97M-V def2-TZVPD def2/J DEFGRID3
* xyz 0 1
N 0.867 0.104 1.678
C 0.848 -0.147 0.221
C 1.774 -1.305 -0.138
C 3.200 -0.726 -0.312
C 3.608 0.105 -1.316
N 4.774 0.728 -0.742
C 5.052 0.059 0.392
N 4.186 -0.843 0.677
C -0.551 -0.701 -0.139
O -0.935 -1.420 -1.086
N -1.415 -0.460 0.825
C -2.787 -0.429 0.512
C -3.131 0.829 -0.478
C -2.281 2.176 -0.044
O -1.158 2.447 0.231
O -3.082 3.242 -0.460
C -3.769 -1.534 0.041
O -4.973 -1.332 0.397
O -3.397 -2.468 -0.737
H 1.230 -0.660 2.289
H 1.360 0.953 2.011
H 1.042 0.760 -0.470
H 1.259 -1.857 -0.992
H 1.746 -1.929 0.680
H 3.064 0.440 -2.318
H 5.321 1.550 -0.908
H 5.883 0.212 1.010
H -1.074 0.044 1.658
H -3.451 -0.073 1.396
H -2.802 0.471 -1.457
H -4.076 1.219 -0.525
H -3.896 2.952 -0.915
H -2.438 -2.406 -0.979
*
```

=====

Stability check: which of them is most stable? arrangement 1.

=====

Arrangement 1

This record from the OMol25 dataset describes the molecule C5H4. The level of theory is wB97M-V/def2-TZVPD.

Calculated values
E_LUMO (eV): 0.9
HOMO (eV): -10.0
SMILES string: C#CCC#C

ORCA input file:
```
! RIJCOSX wB97M-V def2-TZVPD def2/J DEFGRID3
* xyz 0 1
C -2.365 -0.551 0.058
C -1.320 0.083 -0.091
C 0.026 0.811 0.016
C 1.302 0.011 -0.027
C 2.347 -0.521 -0.012
H -3.418 -0.899 -0.115
H -0.001 1.165 1.120
H 0.119 1.722 -0.718
H 3.359 -0.987 0.051
*
```

=====

Arrangement 2

This record from the OMol25 dataset describes the molecule C5H4. The level of theory is wB97M-V/def2-TZVPD.

Calculated values
E_LUMO (eV): -0.2
HOMO (eV): -8.7

ORCA input file:
```
! RIJCOSX wB97M-V def2-TZVPD def2/J DEFGRID3
* xyz 0 1
C -1.350 -0.182 0.273
C -0.041 -0.160 -0.387
C 0.812 0.059 -1.296
C 2.143 0.833 -0.936
C 1.533 0.318 0.151
H -1.437 -0.998 0.996
H -2.133 -0.287 -0.483
H -1.502 0.768 0.800
H 1.976 -0.351 0.883
*
```

=====

Stability check: which of them is most stable? arrangement 1.

=====

Arrangement 1

This record from the OMol25 dataset describes a structure of composition C5H4. The level of theory is wB97M-V/def2-TZVPD.

Calculated values
E_LUMO (eV): 0.6
HOMO (eV): -8.9

ORCA input file:
```
! RIJCOSX wB97M-V def2-TZVPD def2/J DEFGRID3
* xyz 0 1
C -1.266 -0.105 0.253
C 0.130 -0.042 -0.269
C 0.847 -0.130 -1.482
C 1.699 0.950 -0.903
C 1.423 0.121 0.226
H -1.365 -0.956 0.941
H -2.014 -0.224 -0.536
H -1.495 0.796 0.830
H 2.040 -0.411 0.940
*
```

=====

Arrangement 2

This record from the OMol25 dataset describes a cluster of 2 separate species, C5H4 in total. The level of theory is wB97M-V/def2-TZVPD.

Calculated values
E_LUMO (alpha / beta) (eV): -1.2 / -2.4
HOMO (alpha / beta) (eV): -10.5 / -8.7

ORCA input file:
```
! RIJCOSX wB97M-V def2-TZVPD def2/J DEFGRID3
* xyz 0 1
C 1.718 -1.629 1.770
C -0.338 1.989 -1.588
C 1.290 -0.878 0.953
C -0.798 0.960 -1.084
C -1.214 -0.069 -0.307
H 2.335 -2.480 2.247
H 0.008 2.955 -2.082
H -1.208 0.081 0.748
H -1.795 -0.929 -0.656
*
```

=====

Arrangement 3

This record from the OMol25 dataset describes a structure of composition C5H4. The level of theory is wB97M-V/def2-TZVPD.

Calculated values
E_LUMO (eV): -0.6
HOMO (eV): -9.0

ORCA input file:
```
! RIJCOSX wB97M-V def2-TZVPD def2/J DEFGRID3
* xyz 0 1
C -1.455 0.085 -0.686
C -1.207 -0.140 0.619
C 0.797 0.032 -0.031
C -0.327 0.952 0.271
C -0.164 -1.094 0.156
H 1.168 0.131 -1.136
H 1.808 0.054 0.531
H -0.387 2.070 0.534
H -0.232 -2.090 -0.258
*
```

=====

Arrangement 4

This record from the OMol25 dataset describes the molecule C5H4. The level of theory is wB97M-V/def2-TZVPD.

Calculated values
E_LUMO (eV): -0.5
HOMO (eV): -8.0
SMILES string: C=C1C2=C1C2

ORCA input file:
```
! RIJCOSX wB97M-V def2-TZVPD def2/J DEFGRID3
* xyz 0 1
C -1.332 1.165 -0.609
C -0.298 0.450 -0.249
C 0.822 0.237 0.577
C 0.307 -0.832 -0.415
C 1.019 -1.236 0.688
H -2.147 0.548 -0.920
H -1.438 2.218 -0.456
H 1.925 -1.957 0.578
H 0.419 -1.659 1.629
*
```

=====

Stability check: which of them is most stable? arrangement 1.

=====

Arrangement 1

This record from the OMol25 dataset describes a cluster of 2 separate species, C3H3NOS in total. The level of theory is wB97M-V/def2-TZVPD.

Calculated values
E_LUMO (eV): 0.5
HOMO (eV): -8.6

ORCA input file:
```
! RIJCOSX wB97M-V def2-TZVPD def2/J DEFGRID3
* xyz 0 1
C -0.909 1.379 -0.094
C 2.536 0.358 -0.050
C -1.704 -0.944 0.116
N -1.155 0.192 -0.022
O 2.839 1.470 -0.042
S 2.048 -1.086 0.077
H 0.242 1.462 -0.222
H -2.027 -1.375 -0.767
H -1.870 -1.456 1.004
*
```

=====

Arrangement 2

This record from the OMol25 dataset describes the molecule C3H3NOS. The level of theory is wB97M-V/def2-TZVPD.

Calculated values
E_LUMO (alpha / beta) (eV): -1.8 / -1.8
HOMO (alpha / beta) (eV): -8.8 / -8.8

ORCA input file:
```
! RIJCOSX wB97M-V def2-TZVPD def2/J DEFGRID3
* xyz 0 1
C -0.286 -1.055 -0.247
C -0.576 -0.910 1.083
C 0.414 1.089 -0.472
N 0.138 -0.174 -1.042
O 0.267 1.353 0.793
S -0.929 -1.119 2.563
H -0.222 -1.992 -0.681
H 1.373 1.048 -0.815
H -0.179 1.759 -1.182
*
```

=====

Arrangement 3

This record from the OMol25 dataset describes the molecule C3H3NOS. The level of theory is wB97M-V/def2-TZVPD.

Calculated values
E_LUMO (eV): -1.0
HOMO (eV): -9.6
SMILES string: N#CC(=O)CS

ORCA input file:
```
! RIJCOSX wB97M-V def2-TZVPD def2/J DEFGRID3
* xyz 0 1
N 2.449 -1.466 -0.397
C 1.683 -0.694 -0.024
C 0.658 0.300 0.068
O 0.893 1.470 -0.203
C -0.683 -0.325 0.282
S -2.012 0.804 -0.213
H -0.934 -1.205 -0.177
H -0.955 -0.592 1.432
H -1.098 1.708 -0.768
*
```

=====

Stability check: which of them is most stable? arrangement 3.